[1]
2 unconnected molecules or ions with the total composition C4H10NO3 in a non-equilibrium geometry, computed with the ωB97M-V functional and the def2-TZVPD basis.

XYZ file:
```
18
Properties=species:S:1:pos:R:3:forces:R:3
O 1.87430 -0.75935 -2.08392 -0.2 -0.1 0.1
C 1.16956 0.04320 -1.49931 0.2 1.8 0.6
O -0.17508 0.14128 -1.83363 0.7 -1.0 -1.0
C 1.69189 1.38181 -0.89918 0.4 -1.2 -0.7
H -0.13878 -0.54062 -2.54416 -0.8 0.4 0.5
H 1.21228 2.24256 -1.37084 -0.4 -0.1 0.4
H 2.74959 1.44821 -1.17587 0.0 -0.1 0.3
H 1.55642 1.24456 0.17054 0.0 0.6 0.0
C -1.90301 0.29505 1.14506 1.1 0.2 0.1
N -1.17126 -0.78510 1.82373 -1.0 -0.3 -0.4
C -0.19879 -1.37904 0.87842 0.6 -0.8 -0.1
O 0.84102 -0.59917 0.52421 -0.2 0.1 0.0
H -1.14350 0.87754 0.59502 -0.5 0.2 -0.1
H -2.39000 0.94043 1.87647 -0.1 0.0 0.0
H -2.64789 -0.08320 0.43448 0.2 -0.1 0.2
H -0.67048 -0.39343 2.61110 0.2 0.1 -0.1
H -0.80852 -1.74562 0.01186 0.0 0.4 0.1
H 0.15225 -2.32910 1.33604 -0.1 0.1 0.3
```
Forces are in eV/Å.

Calculated values
Energy relative to the best compared isomer or geometry (same formula, charge and spin) (kJ/mol): 261.5
Total charge: -1
Multiplicity: 1
Highest occupied orbital energy (eV): -3.360
LUMO level (eV): 3.98


[2]
2 unconnected molecules or ions with the total composition C4H10NO3, computed with the ωB97M-V functional and the def2-TZVPD basis.

XYZ file:
```
18
Properties=species:S:1:pos:R:3:forces:R:3
O 2.31449 -2.31982 -0.34378 -0.1 0.1 -0.2
C 2.13270 -1.16392 -0.03623 0.4 -0.5 0.7
C 0.82788 -0.54659 0.37233 -0.7 0.1 -0.4
C -0.30626 -1.55562 0.53287 0.0 0.4 -0.1
N 0.66420 0.53476 -0.63529 0.0 -0.1 0.6
C -0.62723 0.68606 -1.41930 0.4 0.0 0.2
O -1.29772 1.77693 -1.02893 -0.3 0.4 -0.2
H 2.99781 -0.47227 0.01304 -0.1 0.1 -0.2
H 0.93026 -0.10997 1.36673 0.4 0.2 0.1
H 0.03270 -2.35279 1.19591 -0.1 -0.1 -0.1
H -0.63289 -1.94456 -0.42836 0.1 -0.3 0.1
H -1.15838 -1.04222 0.98786 0.1 -0.1 0.0
H 0.67646 1.40577 -0.11494 0.1 0.1 -0.2
H -0.29657 0.75991 -2.47167 -0.1 -0.1 -0.1
H -1.17842 -0.26042 -1.29413 -0.1 0.0 -0.2
H -1.73629 1.89850 0.29609 0.1 -0.2 0.7
H -1.40455 2.72883 1.63860 0.0 0.0 0.0
O -1.93819 1.97742 1.36921 0.0 0.0 -0.5
```
Forces are in eV/Å.

Calculated values
Energy relative to the best compared isomer or geometry (same formula, charge and spin) (kJ/mol): 260.0
Total charge: -1
Multiplicity: 1
Highest occupied orbital energy (eV): -3.863
LUMO level (eV): 3.70


[3]
2 unconnected molecules or ions with the total composition C4H10NO3, computed with the ωB97M-V functional and the def2-TZVPD basis.

XYZ file:
```
18
Properties=species:S:1:pos:R:3:forces:R:3
C -0.77214 -0.54016 1.40684 -0.5 -0.4 0.0
O -1.75241 -1.30647 0.85633 0.3 -0.1 -0.3
C 0.57043 -0.56788 0.60550 0.4 -0.1 0.7
C 1.36763 0.73809 0.71944 -0.3 0.4 -0.7
C 2.23273 0.96765 -0.50468 -0.5 -0.1 0.6
O 2.22413 1.99916 -1.13108 0.3 -0.1 -0.2
N 0.36263 -0.84603 -0.80697 0.0 0.3 -0.1
H -1.07702 0.52842 1.53920 0.1 0.1 -0.1
H -0.54599 -0.92537 2.41629 0.3 0.3 0.4
H 1.16528 -1.37710 1.04631 0.1 -0.1 -0.3
H 0.64748 1.56434 0.75296 0.2 0.1 0.1
H 2.02875 0.82395 1.58409 -0.1 -0.2 0.2
H 2.87978 0.11289 -0.76860 0.2 0.1 -0.2
H -0.25282 -0.09433 -1.13008 0.0 -0.3 -0.2
H -0.23538 -1.66872 -0.82139 -0.2 0.1 -0.1
H -3.23398 0.55411 -0.80067 0.1 -0.3 0.0
H -2.47261 -0.78029 -0.42816 -0.4 0.2 0.5
O -3.11189 -0.35120 -1.11243 0.2 0.2 -0.3
```
Forces are in eV/Å.

Calculated values
Energy relative to the best compared isomer or geometry (same formula, charge and spin) (kJ/mol): 235.1
Total charge: -1
Multiplicity: 1
Highest occupied orbital energy (eV): -3.627
LUMO level (eV): 3.75